{
  "formula": "C4H7NO2",
  "method": "wB97M-V/def2-TZVPD",
  "species": ["C", "C", "N", "O", "C", "C", "O", "H", "H", "H", "H", "H", "H", "H"],
  "positions_angstrom": [[0.9469, -1.5766, 0.9454], [0.7734, -0.2574, 0.8441], [1.7384, 0.7297, 0.9700], [-0.4694, 0.3220, 0.6615], [-1.0870, -0.0392, -0.5245], [-1.8226, 1.0001, -1.2253], [-0.5520, 0.5267, -1.6883], [0.0960, -2.2464, 0.9639], [1.9388, -2.0037, 1.0386], [1.5881, 1.5016, 0.3330], [2.6880, 0.3844, 0.9432], [-1.3541, -1.0927, -0.5974], [-1.8125, 2.0043, -0.8065], [-2.6721, 0.7473, -1.8576]],
  "forces_ev_per_a": [[-0.028, 0.086, 0.021], [0.136, -0.226, 0.035], [0.032, -0.081, -0.128], [0.055, 0.044, -0.007], [-0.187, -0.184, 0.050], [-0.277, 0.121, 0.019], [0.192, 0.021, -0.148], [0.105, 0.115, -0.011], [-0.132, 0.097, -0.002], [0.018, -0.055, 0.079], [-0.112, 0.037, 0.038], [0.061, 0.153, -0.012], [0.005, -0.144, -0.038], [0.132, 0.016, 0.105]],
  "lowdin_charge": [0.0507, -0.4738, 0.1288, 0.0112, -0.3612, -0.0622, 0.0051, 0.0587, 0.0563, 0.0996, 0.0967, 0.1564, 0.1201, 0.1136],
  "homo_energy_ha": -0.3117,
  "smiles": "C=C(N)O[C@H]1CO1",
  "orbital_gap_ha": 0.3509,
  "spin_multiplicity": 1,
  "total_charge": 0
}

***

{
  "formula": "C11H10BrNTc",
  "method": "wB97M-V/def2-TZVPD",
  "species": ["C", "C", "C", "H", "C", "C", "H", "H", "H", "H", "Tc", "Br", "C", "C", "C", "H", "C", "C", "H", "H", "H", "H", "N", "C"],
  "positions_angstrom": [[0.6231, -1.7611, -1.0331], [1.3373, -0.8757, -1.8949], [2.2937, -0.1401, -1.0957], [1.1999, -0.7841, -2.9692], [2.2145, -0.6381, 0.2615], [1.1722, -1.6277, 0.3099], [0.8850, -2.1713, 1.2014], [-0.1601, -2.4397, -1.3475], [2.9759, 0.6288, -1.4414], [2.8238, -0.3084, 1.0940], [0.2729, 0.2118, -0.2790], [-0.2328, 1.7074, -2.3033], [-1.8478, 1.4665, 1.2430], [-1.3085, 0.2739, 1.8246], [-1.4017, -0.7773, 0.8420], [-0.9828, 0.1389, 2.8494], [-1.9426, -0.1989, -0.3743], [-2.2664, 1.1842, -0.0763], [-2.7495, 1.8882, -0.7599], [-1.9441, 2.4258, 1.7408], [-1.3250, -1.8385, 1.0483], [-2.2539, -0.7663, -1.2509], [1.5548, 2.6161, 1.5326], [1.0623, 1.7857, 0.8780]],
  "forces_ev_per_a": [[0.901, -0.638, -0.197], [0.863, -0.479, 0.564], [-0.031, -1.040, 0.206], [-0.136, 0.191, 0.450], [-0.069, -0.797, -0.972], [1.014, -0.201, -0.216], [0.068, 0.018, -0.291], [0.129, 0.093, 0.132], [-0.305, -0.091, 0.051], [-0.255, 0.064, -0.140], [-0.172, 2.587, -0.783], [0.117, 0.183, -0.135], [-0.250, -0.961, 0.171], [-1.228, 0.279, -0.534], [-0.664, 0.928, 0.036], [0.147, 0.150, -0.244], [-0.725, 0.313, 1.069], [-0.093, -0.581, 0.291], [0.460, -0.375, 0.303], [0.202, -0.198, -0.144], [0.097, 0.237, -0.085], [0.109, 0.300, 0.285], [-0.417, -0.888, -0.696], [0.239, 0.904, 0.882]],
  "lowdin_charge": [-0.2052, -0.2208, -0.1844, 0.1002, -0.1654, -0.2010, 0.1160, 0.1230, 0.1226, 0.1197, 1.1259, 0.1389, -0.1290, -0.1311, -0.2550, 0.1071, -0.2772, -0.2046, 0.0875, 0.1108, 0.1060, 0.1052, 0.0016, -0.3910],
  "homo_energy_ha": [-0.2622, -0.3218],
  "orbital_gap_ha": [0.2606, 0.2556],
  "spin_multiplicity": 4,
  "s_squared": 3.7795,
  "total_charge": 0
}

***

{
  "formula": "CH4AlN2O",
  "method": "wB97M-V/def2-TZVPD",
  "species": ["Al", "C", "O", "N", "N", "H", "H", "H", "H"],
  "positions_angstrom": [[2.2980, 3.4033, -0.0392], [0.1767, -0.1134, -0.0372], [1.2078, 0.6134, -0.1754], [-1.0682, 0.3531, -0.1270], [0.3964, -1.4300, 0.2194], [-1.8405, -0.2867, 0.1083], [-1.3432, 1.3417, -0.1596], [0.4725, -2.0173, -0.6370], [-0.2994, -1.8641, 0.8477]],
  "forces_ev_per_a": [[0.246, 0.062, -0.041], [-2.002, 1.762, -0.305], [0.509, -0.988, 0.686], [0.524, -0.613, 0.807], [-1.500, -0.123, -1.861], [-0.119, 0.171, 0.241], [0.114, 0.050, -0.711], [1.408, -0.078, 0.141], [0.821, -0.243, 1.043]],
  "lowdin_charge": [1.5152, -0.4357, 0.1897, 0.4245, 0.4448, 0.2088, 0.2055, 0.2323, 0.2149],
  "homo_energy_ha": -0.9298,
  "orbital_gap_ha": 0.1546,
  "spin_multiplicity": 1,
  "total_charge": 3
}